31
Properties=species:S:1:pos:R:3:forces:R:3 method="wB97M-V/def2-TZVPD" e_homo_ev=-8.60 energy_ev=-18277.0308 smiles="COC[C@]1(CO)C(=O)C2CCN1CC2" gap_ev=9.435 de_lowest_kcal_mol=69.0
O -1.3581 2.3646 -1.0484 1.1 0.0 0.0
H 2.0691 -1.4661 1.8652 -0.4 -0.1 -0.3
N -0.6779 -0.3758 0.5519 -0.3 0.7 -0.3
H -0.3625 1.9222 1.7613 0.4 -0.4 -0.2
C -0.0848 -1.0987 1.7042 0.4 0.1 -1.2
C 0.3112 -1.9869 -1.0885 0.5 -0.1 0.2
H -2.7358 0.9998 -1.7488 0.0 0.0 -0.1
C 1.2140 -1.7805 1.2349 1.0 -0.8 1.0
H -0.4799 0.7955 -2.0735 0.0 -0.2 -0.1
C 0.2563 0.7266 0.0204 -1.1 -0.6 0.1
H -3.4077 2.5566 -1.2095 0.7 -0.3 0.1
H 0.1217 -0.4542 2.5460 -0.2 0.4 0.1
C -1.0009 -1.4042 -0.4749 1.1 0.3 0.2
C 1.5285 -1.4764 -0.2317 -0.7 0.0 -0.6
H 0.4643 -1.7196 -2.1407 -0.2 0.2 0.1
O 1.6787 1.6013 1.8512 0.5 -0.2 -0.3
C 0.5007 1.8280 1.0788 0.5 0.4 0.3
H -1.5941 -2.2086 -0.0176 0.2 0.4 0.1
H 0.2585 -3.0799 -1.0861 0.2 0.0 0.2
H 2.4627 1.6197 1.2472 -1.0 0.1 0.6
H 1.1090 -2.8796 1.3825 0.3 0.6 -0.3
H -1.5954 -0.9678 -1.2541 -0.4 0.3 -0.3
C -0.2431 1.4758 -1.2550 -1.3 0.2 0.5
H 0.5651 2.1318 -1.5562 0.2 -0.1 -0.1
H 0.5967 2.8166 0.6040 -0.1 -0.4 -0.2
H 2.5056 -1.9182 -0.5476 -0.8 0.5 0.2
H -0.7720 -1.8862 2.0021 -0.3 0.3 0.1
C -2.6317 1.7898 -0.9969 -0.6 0.1 -0.7
H -2.8348 1.3706 -0.0352 -0.1 -0.4 0.8
O 2.5790 0.6486 -0.7150 -1.5 -0.4 0.4
C 1.5574 0.0553 -0.3702 1.9 -0.6 -0.3

---

113
Properties=species:S:1:pos:R:3:forces:R:3 method="wB97M-V/def2-TZVPD" e_homo_ev=-7.75 energy_ev=-1335943.9986 gap_ev=6.376
H 7.1383 -3.2184 -6.7940 -0.2 0.1 0.1
H 0.1381 -5.9405 -4.8337 0.3 0.2 0.0
Br 4.5141 -3.1926 -8.1375 0.0 0.0 0.1
H -2.7320 8.6514 3.5346 0.0 0.1 -0.2
H 3.8130 0.8190 -5.3276 -0.1 0.2 -0.2
C -5.3294 -2.2383 -2.0480 0.0 0.2 -0.2
Br -4.2539 5.4989 6.9391 0.0 0.1 0.0
N 3.9793 -2.0481 2.9430 -3.9 -1.1 -0.7
H -3.7334 10.7519 1.4988 0.1 -0.1 0.2
C -2.1826 -2.0309 1.6349 0.3 -0.6 0.7
H -2.5102 9.5299 1.0838 0.0 0.0 0.1
C -0.2264 -9.2650 -4.5070 -0.1 -0.1 -0.3
C -2.9256 1.8609 5.9627 2.1 -1.7 -3.1
H -1.9641 -4.8028 2.8671 0.7 0.4 -0.9
C -1.4344 1.0373 3.2501 -1.9 1.2 3.0
H -1.8396 -10.4707 -3.6648 0.2 0.1 -0.1
H 2.0235 -5.3362 -6.5436 0.0 0.0 0.1
C -3.3313 9.7732 1.7605 0.0 -0.2 -0.2
Br 1.8370 -1.4506 0.0008 0.9 -0.2 -3.6
C -0.7186 0.6430 1.8457 1.2 0.0 1.5
H -1.9598 10.2428 3.3496 -0.1 -0.1 -0.1
C -5.3624 6.8330 4.6568 0.0 0.0 -0.3
C -2.8805 9.6773 3.1969 0.1 0.3 0.1
C 1.9672 4.9007 1.0903 -0.1 0.2 0.1
P -0.7217 -5.0045 2.1413 0.8 0.1 1.2
H -0.0079 1.5158 1.6090 -1.2 -1.3 0.2
H 5.1517 2.1609 -7.1212 -0.1 0.0 0.1
H -5.1242 -3.3071 -1.9878 -0.1 0.2 0.1
C -0.6051 -2.0674 1.9590 3.5 -0.6 1.2
C 0.1824 -0.6828 2.0692 1.6 -1.5 1.6
Br -1.5115 -7.9622 -5.1782 0.0 -0.1 0.0
H 1.7814 -6.4592 -4.3917 0.0 0.1 -0.1
C 2.0557 -1.2410 -2.8506 -0.2 0.2 -0.4
C 3.5390 1.7856 -5.7508 -0.1 0.2 0.0
H -6.1375 -0.6367 -0.8034 0.1 -0.2 -0.1
C -2.6299 2.9001 4.8480 1.0 -3.0 -0.6
C 1.1454 -5.5960 -4.5966 0.1 0.0 0.1
C 1.2177 -0.7335 -1.7045 0.1 -0.4 0.0
H 3.5962 2.8211 -7.6737 0.0 -0.1 0.1
C -2.4392 0.4054 5.7358 0.6 2.6 -2.8
Br -3.6049 -1.3329 -2.1450 0.0 -0.1 0.0
H 3.5553 0.6777 2.8260 -1.6 0.1 -0.8
C 0.2140 -3.3565 2.2131 -0.6 3.7 -0.4
Br -5.0292 5.4445 3.3299 -0.1 -0.1 0.2
H -3.2376 6.9153 5.1529 -0.2 -0.1 0.0
Br -5.5265 -2.4464 0.8023 -0.1 0.1 -0.1
C 2.5894 -1.8836 2.6466 -1.2 -1.5 0.3
C 6.4405 -2.8431 -6.0455 0.0 0.0 0.3
H 5.5014 -1.2001 -7.0654 0.0 -0.2 0.1
H 0.6483 -8.7069 -4.1729 -0.2 -0.1 0.1
C 1.7531 -4.7327 -5.6753 -0.1 -0.1 -0.2
H 1.2232 0.3533 -1.6128 0.1 -0.1 -0.1
H -1.7049 3.3451 2.7278 -0.3 -1.6 1.5
C -6.1542 -1.7227 -0.8946 -0.2 -0.2 0.1
H 2.3067 5.6931 1.7592 0.0 -0.1 -0.1
H -3.4726 2.0934 6.9439 1.0 -0.1 -1.8
H 2.0218 5.9442 -0.8267 0.0 -0.1 0.1
H 3.8793 2.5792 -5.0832 0.0 -0.1 -0.1
O 3.2442 1.8213 5.1719 -4.2 -1.9 -2.0
H 3.5799 5.2842 -0.2806 -0.1 0.0 0.1
H -4.3011 7.8606 6.2194 0.0 -0.1 -0.1
H -1.1057 -5.2667 0.7840 0.1 0.5 0.5
C 5.2314 -2.1669 -6.6420 0.2 -0.1 -0.1
Br 3.8237 0.3993 -8.2355 -0.2 0.3 -0.2
H -5.8184 -2.0192 -2.9986 0.0 0.0 0.1
Br 5.9260 -4.3601 -4.9342 0.0 0.0 -0.1
C -1.8968 2.5226 3.5130 -0.8 -2.5 2.6
H -0.1972 -10.9891 -3.2215 0.0 0.1 -0.1
N 2.6783 -4.3237 2.8275 -0.8 3.2 -0.6
H 2.2397 3.9333 1.5131 0.0 0.1 -0.1
H 0.0437 -9.8697 -5.3746 0.0 0.0 0.1
C 2.5017 5.1166 -0.3042 0.2 -0.1 -0.1
Br -4.7188 8.4628 1.3645 0.1 0.2 -0.1
C 2.1611 1.3299 4.7352 3.4 1.5 2.1
H 6.9670 -2.1639 -5.3724 -0.1 0.0 -0.1
C -0.8330 -10.1264 -3.4272 0.1 0.0 0.3
H 1.8913 0.4032 6.7473 -0.7 0.2 -1.9
S 4.2789 -3.7411 3.1200 -4.8 2.5 -1.2
C -4.2167 6.9449 5.6318 -0.2 0.1 0.3
Br 1.0326 -4.6365 -2.9036 -0.2 -0.2 0.0
Br 0.4691 -3.4280 -6.3446 0.1 0.1 0.1
H -2.4540 -1.3355 0.7729 0.6 -1.1 1.1
C -1.7067 0.0209 4.3924 -1.2 2.6 0.8
Br -4.1801 10.4908 4.4020 0.0 -0.1 0.0
O 1.7652 1.6651 3.4022 0.6 -1.2 1.0
Br 0.0209 5.0085 1.1228 0.1 -0.1 0.0
H 1.2730 -0.6932 5.4124 -0.1 1.8 0.1
H 2.2702 -2.3073 -2.7893 0.0 0.3 0.1
H 0.2778 0.8039 5.9682 1.4 -0.5 -0.8
H -1.3834 -1.0806 4.3244 -0.4 2.0 -0.1
H 2.6282 -4.1753 -5.3403 -0.1 -0.1 0.0
H -7.1887 -2.0594 -0.9815 0.1 0.0 -0.1
H 4.4172 -2.0318 -5.9291 0.2 0.0 0.0
Br 3.7733 -0.3231 -2.9349 0.1 -0.1 0.2
S 0.2149 -6.4681 3.0207 -0.2 0.1 -0.4
H -2.5909 -0.4159 6.5290 0.2 1.5 -1.4
C 1.7636 -3.2404 2.5505 2.6 -0.6 0.8
H -6.3132 6.5950 5.1338 0.2 0.0 0.0
H 2.5316 1.3305 1.4009 -0.4 -0.6 1.7
H -2.9649 3.9736 5.0241 0.6 -1.7 -0.4
Br 2.2603 3.5293 -1.4095 0.0 0.0 0.0
C 4.0730 1.9956 -7.1451 0.2 -0.1 -0.1
C 1.3236 0.4092 5.7390 0.3 -0.1 0.5
H -5.4693 7.7547 4.0821 0.1 -0.1 0.1
H -2.6004 -3.0880 1.4182 0.9 1.8 0.1
H -2.7836 -1.6616 2.5519 1.2 -0.5 -1.4
C 2.4832 0.8275 2.4380 -0.1 -1.4 0.2
Br 1.5929 1.8927 -5.7141 0.1 -0.1 0.1
H 0.1866 -1.0805 -1.8013 0.1 0.0 -0.1
H -1.4715 0.5264 0.9911 1.1 0.0 1.3
Br -0.9449 -9.1642 -1.7356 -0.1 0.0 -0.1
C 1.7218 -0.6051 2.3783 -2.3 -0.2 1.0
H 1.5716 -1.0256 -3.8057 0.0 0.0 0.1

---

18
Properties=species:S:1:pos:R:3:forces:R:3 method="wB97M-V/def2-TZVPD" e_homo_ev="-15.98 / -17.49" energy_ev=-18332.9552 spin_multiplicity=3 total_charge=+2 gap_ev="6.423 / 5.327" de_lowest_kcal_mol=30.3
N -1.0231 0.8721 0.0806 1.4 -0.9 1.0
H -2.3020 -0.3941 2.0309 0.6 0.1 -0.1
N -1.4521 0.0729 2.3568 -1.9 -1.1 0.5
H -1.7291 1.5732 -0.0001 -0.5 0.4 -0.7
H -0.1348 -0.6331 -2.6833 -0.1 0.9 -0.7
C 0.8402 -0.3485 -0.1291 0.0 -0.7 -4.9
H 2.2236 -0.6530 -1.7261 0.7 -0.3 -0.6
H 1.4005 -0.5623 1.7110 -0.5 0.3 1.0
C -0.5800 0.5992 1.4684 3.4 2.3 0.2
H -0.9897 -0.4626 3.0810 -0.3 0.3 0.3
H -0.0658 1.3099 -2.6953 -0.5 -1.4 -0.5
H 0.0315 1.4796 2.0231 -1.6 -1.1 -1.6
N 2.0389 -1.2338 -0.9212 -2.5 1.9 3.0
I 3.4281 -2.3662 -0.0843 -1.0 0.8 -0.7
N 0.6118 -0.2840 1.1393 1.7 -1.4 0.2
H -1.5466 0.3633 -2.4200 -3.0 0.1 -0.6
C -0.2154 0.3284 -0.8969 0.4 -0.7 3.2
C -0.5359 0.3390 -2.3346 4.0 0.5 1.0